Record 1
Here is a cluster of 10 separate species, C38H74N4O24P6 in total at a distorted geometry from OMol25. Energies are from the ωB97M-V functional and the def2-TZVPD basis.

The geometry in XYZ format:
```
146
Properties=species:S:1:pos:R:3:mulliken_charge:R:1
C 10.145 13.822 15.591 0.04
O 8.983 14.340 16.304 0.02
P 7.547 14.772 15.771 0.86
O 7.013 15.925 16.534 -0.70
O 7.646 15.055 14.190 -0.40
C 8.012 16.376 13.727 -0.03
O 6.690 13.501 15.746 -0.36
C 5.274 13.677 15.750 -0.76
H 10.337 12.913 16.174 0.26
H 10.965 14.512 15.722 -0.28
H 9.956 13.624 14.503 0.44
H 7.249 16.712 12.977 0.33
H 9.070 16.474 13.392 0.00
H 7.895 17.068 14.575 -0.09
H 4.985 13.585 14.689 0.25
H 4.947 14.648 16.212 0.32
H 4.940 12.880 16.374 0.25
C 15.020 18.627 11.443 -0.31
O 16.221 18.450 10.690 0.08
P 17.407 19.312 11.251 -0.12
O 17.320 20.755 11.228 -0.72
O 17.547 18.800 12.729 0.69
C 18.261 19.636 13.705 -0.81
O 18.541 18.774 10.333 -0.15
C 19.891 19.278 10.287 -0.84
H 14.882 19.641 11.837 0.19
H 14.947 17.908 12.234 -0.04
H 14.191 18.390 10.765 0.10
H 18.735 18.914 14.345 0.36
H 17.575 20.270 14.273 0.00
H 19.024 20.276 13.268 0.41
H 20.356 19.112 11.224 0.34
H 19.840 20.403 10.155 0.32
H 20.403 18.738 9.520 0.26
C 18.970 11.558 10.953 -0.34
O 19.532 12.857 10.956 -0.42
P 18.806 14.113 11.613 1.22
O 18.698 14.035 13.073 -0.71
O 17.442 14.260 10.729 -0.45
C 16.275 14.818 11.348 -0.62
O 19.796 15.328 11.079 -0.40
C 20.165 15.518 9.711 -0.56
H 17.935 11.589 11.383 -0.01
H 19.661 10.930 11.537 0.25
H 18.878 11.117 9.938 0.27
H 15.357 14.437 10.925 0.39
H 16.309 15.901 11.329 0.38
H 16.308 14.646 12.428 0.18
H 20.613 14.586 9.378 0.30
H 20.793 16.402 9.684 0.11
H 19.243 15.704 9.203 0.29
C 14.024 16.252 8.862 -1.00
O 13.549 15.832 10.167 0.38
P 12.040 16.148 10.486 0.81
O 11.686 17.538 10.425 -0.82
O 11.347 15.259 9.449 -0.36
C 10.599 15.912 8.389 -0.86
O 11.888 15.370 11.840 -0.21
C 12.655 15.616 13.048 1.20
H 13.936 17.335 8.781 0.43
H 13.478 15.831 8.040 0.31
H 15.066 15.882 8.798 0.19
H 11.165 15.678 7.471 0.29
H 10.474 16.986 8.421 0.35
H 9.585 15.494 8.333 0.26
H 12.101 16.308 13.621 -0.03
H 13.528 16.138 12.814 -0.22
H 12.786 14.690 13.563 -0.39
C 12.570 10.116 12.871 -0.73
O 13.774 10.897 13.151 -0.23
P 13.963 11.885 14.334 -0.48
O 12.940 12.892 14.590 0.14
O 14.239 10.960 15.641 -0.38
C 14.350 11.793 16.816 -0.35
O 15.413 12.490 13.909 0.75
C 16.554 11.547 14.057 -0.52
H 11.734 10.532 13.413 0.28
H 12.799 9.038 13.079 0.24
H 12.460 10.225 11.777 0.25
H 14.675 12.802 16.687 -0.33
H 15.053 11.378 17.483 0.52
H 13.414 11.916 17.373 0.26
H 16.576 10.784 13.194 0.04
H 16.572 11.077 15.031 0.36
H 17.340 12.263 13.991 0.14
C 11.036 17.702 18.977 -0.48
O 11.048 17.775 17.532 0.58
P 10.379 18.924 16.629 -0.31
O 10.489 20.298 17.120 -0.83
O 11.191 18.541 15.335 0.79
C 10.876 19.234 14.117 -0.75
O 8.869 18.481 16.295 0.01
C 7.805 18.901 17.099 -1.03
H 11.004 18.709 19.333 0.46
H 12.009 17.344 19.321 -0.27
H 10.206 17.094 19.450 0.26
H 11.371 18.710 13.280 0.07
H 11.265 20.285 14.200 0.22
H 9.804 19.237 13.919 0.31
H 6.915 19.016 16.477 0.25
H 8.033 19.860 17.585 0.44
H 7.563 18.101 17.790 0.29
C 15.871 22.240 14.707 -0.51
C 14.927 22.202 15.730 -0.32
C 13.555 22.084 15.406 -0.32
N 13.104 22.001 14.153 -0.48
C 14.019 22.111 13.160 -0.49
C 15.385 22.201 13.395 -0.03
H 16.923 22.385 14.877 0.61
H 15.160 22.128 16.786 0.35
H 12.842 22.177 16.214 0.37
H 13.659 22.307 12.134 0.37
H 15.992 22.304 12.510 0.47
C 13.822 18.815 21.302 -0.41
C 13.335 20.020 20.719 -0.84
C 13.596 20.227 19.333 0.12
N 14.274 19.360 18.601 -0.23
C 14.662 18.224 19.203 -0.27
C 14.394 17.878 20.513 -0.69
H 13.601 18.642 22.323 0.42
H 12.715 20.722 21.189 0.46
H 13.209 21.065 18.800 0.33
H 15.102 17.502 18.605 0.49
H 14.733 16.929 20.843 0.59
C 12.175 14.434 18.691 0.91
C 13.298 14.338 19.455 -0.35
C 13.208 14.200 20.841 -0.56
N 12.088 14.242 21.526 -0.66
C 10.979 14.291 20.739 -0.32
C 10.948 14.438 19.360 -0.83
H 12.219 14.510 17.622 -0.03
H 14.330 14.322 19.107 0.23
H 14.150 14.090 21.368 0.42
H 10.000 14.146 21.186 0.38
H 9.985 14.382 18.905 0.63
C 15.709 16.887 14.838 -0.05
C 16.400 15.792 15.322 -1.42
C 15.686 14.957 16.221 -0.98
N 14.463 15.151 16.575 1.67
C 13.819 16.170 16.072 -0.39
C 14.442 17.200 15.311 -1.35
H 16.148 17.567 14.117 0.48
H 17.340 15.575 14.859 0.61
H 16.215 14.151 16.681 0.65
H 12.791 16.238 16.431 -0.01
H 13.970 18.138 15.066 0.88
```

Calculated values
Frontier orbital gap ... 0.35416 Eh
Total charge ... 0
E_tot ... -5565.73507 Eh
SMILES ... COP(=O)(OC)OC.COP(=O)(OC)OC.COP(=O)(OC)OC.COP(=O)(OC)OC.COP(=O)(OC)OC.COP(=O)(OC)OC.c1ccncc1.c1ccncc1.c1ccncc1.c1ccncc1
HOMO level ... -9.2 eV

=====

Record 2
Here is a cluster of 3 separate species, C38H75Br2F5N4O5 in total at a distorted geometry from OMol25. Energies are from the ωB97M-V functional and the def2-TZVPD basis.

The geometry in XYZ format:
```
129
Properties=species:S:1:pos:R:3:mulliken_charge:R:1
C 0.138 3.130 3.533 -0.97
C -1.204 3.921 3.674 -0.47
N -2.136 3.675 2.578 -0.53
N -3.281 2.965 2.892 1.40
C -4.259 3.572 3.738 -0.39
C -4.518 2.892 5.099 0.43
O -5.414 2.214 5.354 -0.44
F -3.623 3.178 6.079 -0.30
C -3.578 1.762 2.120 -0.23
C -5.104 1.482 2.013 -1.92
C -5.910 2.423 1.095 -1.80
O -5.386 3.747 0.929 -0.21
C -6.402 4.615 0.591 0.06
O -6.304 5.269 -0.364 -0.41
C -2.957 1.984 0.705 -1.85
C -3.430 1.031 -0.423 -0.40
C -3.685 1.737 -1.762 0.12
F -4.503 2.789 -1.667 -0.28
Br -4.572 0.462 -2.987 -0.09
C -2.354 2.115 -2.451 0.58
F -1.627 1.039 -2.695 -0.13
F -1.616 2.919 -1.694 -0.19
Br -2.618 3.043 -4.160 -0.11
C -2.970 0.418 2.748 1.79
C -2.280 0.558 4.122 -1.24
C -2.876 -0.351 5.242 0.94
C -1.779 -1.294 5.800 -1.66
F -3.325 0.381 6.324 -0.45
O -2.013 -0.210 1.870 -0.18
C -2.449 -1.457 1.331 0.48
C -1.413 -1.821 0.192 -2.23
C -0.037 -1.242 0.556 0.18
C 1.123 -1.915 -0.227 -0.46
C 2.376 -1.066 0.070 -0.74
O 3.581 -1.787 -0.172 -0.44
C -2.441 -2.634 2.326 0.58
C -3.615 -3.613 1.946 -1.30
C -4.379 -4.059 3.226 0.85
C -5.504 -3.038 3.524 -1.52
C -5.097 -5.432 3.001 -1.39
H 0.942 3.835 3.293 0.31
H 0.372 2.653 4.489 0.32
H 0.097 2.417 2.705 0.08
H -1.611 3.724 4.670 0.05
H -0.940 4.987 3.633 0.64
H -2.317 4.501 2.018 0.29
H -3.881 4.565 4.021 0.60
H -5.262 3.763 3.336 0.05
H -5.578 1.437 3.001 1.09
H -5.227 0.475 1.604 0.41
H -6.949 2.459 1.463 0.62
H -5.980 1.963 0.099 0.41
H -7.274 4.653 1.268 0.40
H -1.872 1.917 0.744 0.67
H -3.154 3.001 0.353 1.72
H -4.283 0.385 -0.214 1.11
H -2.597 0.358 -0.651 -0.96
H -3.767 -0.327 2.873 -0.89
H -1.251 0.203 4.020 0.66
H -2.206 1.558 4.560 -0.12
H -3.662 -1.008 4.853 -0.21
H -1.207 -0.723 6.538 0.46
H -2.211 -2.180 6.278 0.34
H -1.120 -1.652 5.004 0.35
H -3.409 -1.321 0.815 0.36
H -1.297 -2.912 0.195 0.58
H -1.771 -1.529 -0.800 0.60
H 0.045 -0.166 0.375 0.06
H 0.168 -1.466 1.609 0.26
H 1.327 -2.909 0.188 0.27
H 0.933 -1.943 -1.305 0.31
H 2.297 -0.115 -0.479 0.27
H 2.324 -0.830 1.146 0.42
H 4.219 -1.426 0.455 0.30
H -1.534 -3.241 2.266 0.76
H -2.624 -2.350 3.365 -0.74
H -3.252 -4.524 1.461 0.42
H -4.366 -3.125 1.314 0.33
H -3.717 -4.154 4.094 0.36
H -6.298 -3.138 2.772 0.57
H -5.155 -1.999 3.473 -0.03
H -5.987 -3.259 4.482 0.40
H -4.905 -6.144 3.809 0.32
H -6.183 -5.283 2.979 0.35
H -4.843 -5.861 2.027 0.37
C 3.477 -5.738 -5.906 -1.44
C 4.443 -4.594 -5.635 -0.27
N 3.791 -3.362 -5.230 0.20
C 4.687 -2.218 -5.208 -0.82
C 5.839 -2.227 -4.195 -0.68
C 2.892 -3.461 -4.092 -0.81
C 3.473 -3.960 -2.764 -0.54
H 2.748 -5.465 -6.671 0.33
H 4.031 -6.608 -6.265 0.44
H 2.941 -6.046 -5.007 0.29
H 4.992 -4.403 -6.561 0.46
H 5.186 -4.931 -4.896 0.26
H 4.096 -1.309 -5.060 0.38
H 5.119 -2.112 -6.209 0.31
H 5.490 -2.008 -3.186 0.09
H 6.561 -1.448 -4.454 0.21
H 6.377 -3.175 -4.181 0.35
H 2.059 -4.115 -4.368 0.32
H 2.422 -2.486 -3.928 0.32
H 4.143 -4.812 -2.892 0.31
H 2.658 -4.279 -2.108 0.34
H 4.005 -3.174 -2.235 -0.08
C 7.022 5.146 -2.222 -1.45
C 6.833 4.156 -3.363 -0.29
N 7.223 2.797 -3.030 0.14
C 7.269 1.917 -4.187 -0.80
C 5.956 1.624 -4.920 -0.61
C 6.603 2.233 -1.842 -0.93
C 5.071 2.139 -1.805 -0.61
H 8.059 5.157 -1.880 0.33
H 6.771 6.151 -2.564 0.43
H 6.376 4.923 -1.372 0.30
H 7.453 4.496 -4.197 0.45
H 5.789 4.214 -3.706 0.24
H 7.726 0.968 -3.890 0.40
H 7.969 2.352 -4.909 0.38
H 5.338 0.914 -4.372 -0.17
H 6.171 1.170 -5.891 0.39
H 5.371 2.525 -5.108 0.39
H 6.928 2.817 -0.977 0.41
H 7.021 1.238 -1.666 0.33
H 4.588 3.038 -2.191 0.27
H 4.739 2.005 -0.772 0.32
H 4.703 1.280 -2.364 0.09
```

Calculated values
Frontier orbital gap ... 0.30664 Eh
Total charge ... 0
E_tot ... -7735.33964 Eh
SMILES ... CCNN(CC(=O)F)[C@@](CCOC=O)(CC[C@](F)(Br)C(F)(F)Br)[C@H](C[C@@H](C)F)O[C@@H](CCCCO)CCC(C)C.CCN(CC)CC.CCN(CC)CC
HOMO level ... -7.9 eV

=====

Q: Among the records above, which one has the highest E_tot?
A: C38H74N4O24P6

=====

Q: Among the records above, which one has the highest E_tot?
A: C38H74N4O24P6

=====

Q: HOMO level of number 2 (C38H75Br2F5N4O5)?
A: -7.9 eV